(1)
Below is a molecular structure, C8H10AsBF4OPtS5, with properties calculated with wB97M-V/def2-TZVPD.

Output
gap between HOMO and LUMO	6.27	eV
energy above the lowest of the compared OMol25 structures with the same formula, charge and spin	0.774	eV
highest occupied orbital energy	-1.806	eV
spin multiplicity	1
net charge	-2
DFT total energy	-140323.38756	eV
F_max	0.0082	Eh/bohr

```
31
Properties=species:S:1:pos:R:3:nbo_charge:R:1
Pt 1.30577 -0.03657 -2.22422 0.492
S -1.86078 -0.41261 -5.63739 -0.753
As -1.74197 -0.26616 -3.54940 0.958
S -0.17818 -1.65012 -2.66070 -0.448
S -0.34459 1.33542 -2.79439 -0.481
S -3.56868 -0.29152 -2.50088 -0.796
F 3.50272 -0.56917 -1.99347 -0.597
B 4.67949 -1.18091 -1.36733 1.367
F 4.75460 -2.50075 -1.79479 -0.566
F 4.50387 -1.11698 0.02006 -0.576
F 5.79210 -0.45406 -1.77053 -0.566
C -4.14461 0.86182 1.07692 -0.634
C -2.66235 0.62758 1.13243 -0.007
C -1.77119 1.69033 1.21373 -0.206
C -0.40166 1.48352 1.12937 -0.234
C 0.07650 0.19546 0.98936 -0.188
C -0.79128 -0.88301 0.91094 -0.228
C -2.15427 -0.66221 0.98788 -0.190
S 1.82341 -0.06044 0.70511 1.289
C 2.28859 -0.39973 2.41588 -0.827
O 2.40589 1.28441 0.42046 -0.998
H -4.39958 1.87091 1.40494 0.194
H -4.68728 0.14614 1.69821 0.197
H -4.47949 0.73682 0.04417 0.258
H -2.15696 2.70144 1.28515 0.194
H 0.30116 2.30694 1.11104 0.236
H -0.40679 -1.87549 0.70695 0.223
H -2.83994 -1.49017 0.85549 0.211
H 2.02470 0.46578 3.02382 0.215
H 3.36458 -0.56276 2.40577 0.243
H 1.76624 -1.29393 2.75543 0.215
```

(2)
Below is a single C6H8ClN3O2 molecule, with properties calculated with wB97M-V/def2-TZVPD.

Output
gap between HOMO and LUMO	7.71	eV
energy above the lowest of the compared OMol25 structures with the same formula, charge and spin	4.205	eV
highest occupied orbital energy	-8.365	eV
spin multiplicity	1
net charge	0
DFT total energy	-27434.25284	eV
F_max	0.0736	Eh/bohr
SMILES string	C/C(=C/C=C(Cl)\N=C/N)[N+](=O)[O-]

```
20
Properties=species:S:1:pos:R:3:nbo_charge:R:1
C 0.16155 -1.19111 1.52549 -0.639
C 0.47496 -0.91581 0.11369 0.025
C 1.60642 -0.24941 -0.27931 -0.141
C 2.07024 0.33512 -1.56274 -0.370
C 1.15981 0.70141 -2.49104 0.250
Cl 1.68567 1.49179 -3.98143 -0.005
N -0.19830 0.58122 -2.51032 -0.538
C -1.16687 0.82345 -1.70954 0.343
N -1.28333 1.49155 -0.55382 -0.794
N -0.33027 -1.63953 -0.79665 0.489
O 0.20690 -2.20663 -1.76479 -0.363
O -1.46646 -1.77634 -0.39057 -0.398
H 0.21574 -2.25743 1.77218 0.224
H -0.95651 -0.82897 1.79993 0.241
H 1.00719 -0.80294 2.02347 0.218
H 2.30274 -0.28864 0.57480 0.214
H 3.07015 0.62939 -1.74087 0.243
H -2.05860 0.47093 -2.03977 0.182
H -2.16323 1.58427 -0.07713 0.404
H -0.50868 1.71022 0.15764 0.414
```

(3)
Below is a molecular structure, C40H32IrN3O2P3Se2, with properties calculated with wB97M-V/def2-TZVPD.

Output
gap between HOMO and LUMO (spin up / spin down)	7.37 / 5.94	eV
highest occupied orbital energy (spin up / spin down)	-12.446 / -13.869	eV
spin multiplicity	6
net charge	+2
DFT total energy	-211946.31997	eV
F_max	0.0106	Eh/bohr

```
83
Properties=species:S:1:pos:R:3:mulliken_charge:R:1
Ir 2.74235 0.83339 -1.05045 1.148
O 6.47103 0.86809 -0.16903 -0.446
C 5.51978 1.46958 -0.53184 0.284
O 4.60948 0.91938 -1.43279 -0.490
C 5.09431 2.87400 -0.13302 -0.537
P 3.34905 2.78867 0.43502 0.252
C 3.35226 2.33899 2.18020 0.698
C 2.97020 1.07276 2.60889 0.108
C 3.01301 0.75568 3.95878 -0.680
C 3.43270 1.70119 4.88123 -0.484
C 3.80993 2.97096 4.45915 -0.797
C 3.76731 3.29194 3.11511 -0.386
C 2.60934 4.41191 0.28786 0.791
C 1.33922 4.59606 0.84043 -0.460
C 0.72467 5.83052 0.75030 -0.639
C 1.36739 6.88209 0.10746 -0.491
C 2.62360 6.70107 -0.44991 -0.782
C 3.24733 5.46510 -0.36797 -0.414
H 5.13923 3.48612 -1.03655 0.388
H 5.75864 3.27862 0.62972 0.436
H 2.65643 0.31680 1.89615 0.104
H 2.72891 -0.23483 4.28733 0.465
H 3.47033 1.45176 5.93219 0.414
H 4.13828 3.70767 5.17859 0.423
H 4.05264 4.28664 2.79398 0.422
H 0.84027 3.77871 1.34686 0.418
H -0.25517 5.97754 1.18207 0.420
H 0.88576 7.84786 0.04313 0.402
H 3.12231 7.52146 -0.94621 0.427
H 4.22834 5.34194 -0.80392 0.291
Se -2.66580 -3.35413 -0.38614 0.166
P -2.85698 -1.19475 -0.71192 1.306
C -3.77638 -0.44442 0.62072 0.609
C -3.29138 0.65687 1.32365 -0.272
C -4.04507 1.18707 2.35976 -0.759
C -5.27109 0.62862 2.68733 -0.537
C -5.75405 -0.47127 1.98824 -0.842
C -5.00694 -1.01599 0.96080 -0.725
C -3.68717 -1.08953 -2.28501 0.559
C -4.88570 -0.39197 -2.41496 -0.542
C -5.48113 -0.30433 -3.66346 -0.722
C -4.88551 -0.90598 -4.76218 -0.518
C -3.68713 -1.59819 -4.62946 -0.782
C -3.08066 -1.69411 -3.39187 -0.272
C -1.27101 -0.37858 -0.86534 0.727
C 0.06044 -0.75095 -0.82665 -0.286
N 0.74063 0.37211 -1.15959 0.142
N -0.12525 1.37010 -1.38461 -0.940
N -1.32646 0.93662 -1.21835 -0.225
P 0.99888 -2.25616 -0.50405 0.320
Se 3.06619 -1.66610 -0.13930 -0.359
C 0.30875 -3.06256 0.93805 1.067
C 0.79977 -4.32105 1.28819 -0.689
C 0.32128 -4.95217 2.42384 -0.801
C -0.63222 -4.33019 3.21943 -0.684
C -1.09797 -3.06511 2.89268 -0.788
C -0.62490 -2.42366 1.75749 -0.657
C 0.86585 -3.27518 -1.97561 1.032
C 1.35388 -2.71917 -3.16086 -0.569
C 1.24731 -3.42219 -4.34655 -0.740
C 0.66637 -4.68498 -4.35221 -0.540
C 0.19132 -5.24330 -3.17533 -0.860
C 0.28386 -4.54001 -1.98366 -0.212
H -2.34898 1.11366 1.05637 0.553
H -3.67646 2.04342 2.90676 0.443
H -5.85515 1.04934 3.49406 0.433
H -6.70850 -0.90590 2.24953 0.437
H -5.37506 -1.88702 0.43201 0.449
H -5.34390 0.08623 -1.56034 0.403
H -6.40921 0.23750 -3.77778 0.424
H -5.35693 -0.83355 -5.73251 0.411
H -3.22947 -2.06058 -5.49245 0.446
H -2.14302 -2.22939 -3.28700 0.261
H 1.55811 -4.80692 0.68649 0.583
H 0.69759 -5.92921 2.69157 0.462
H -0.99927 -4.82784 4.10614 0.457
H -1.82303 -2.56971 3.52329 0.537
H -0.95819 -1.41568 1.54040 0.660
H 1.83213 -1.74571 -3.15596 0.269
H 1.63083 -2.99504 -5.26249 0.446
H 0.59375 -5.23897 -5.27800 0.441
H -0.24914 -6.23032 -3.18192 0.460
H -0.09679 -4.98136 -1.07403 0.535
```

(4)
Below is a molecular structure, C3H4N4, with properties calculated with wB97M-V/def2-TZVPD.

Output
gap between HOMO and LUMO	10.35	eV
energy above the lowest of the compared OMol25 structures with the same formula, charge and spin	4.313	eV
highest occupied orbital energy	-9.899	eV
spin multiplicity	1
net charge	0
DFT total energy	-9132.54458	eV
F_max	0.1634	Eh/bohr

```
11
Properties=species:S:1:pos:R:3:nbo_charge:R:1
C 1.97734 0.27270 0.09583 -0.394
C 1.01045 -0.70831 -0.04057 -0.035
C -1.97954 0.68638 0.06071 0.114
H 3.03492 -0.15678 0.26751 0.227
H 1.65465 1.27563 -0.13812 0.235
H 1.24802 -1.68372 0.03432 0.219
H -2.54348 1.47488 0.42256 0.201
N -0.32007 -0.29668 -0.31683 0.016
N -0.66984 0.96259 -0.31604 -0.282
N -2.29344 -0.65809 0.10986 -0.274
N -1.11902 -1.16860 -0.17923 -0.025
```

(5)
Below is 2 unconnected molecules or ions with the total composition C2H5NO2, with properties calculated with wB97M-V/def2-TZVPD.

Output
gap between HOMO and LUMO (spin up / spin down)	6.57 / 1.72	eV
energy above the lowest of the compared OMol25 structures with the same formula, charge and spin	2.205	eV
highest occupied orbital energy (spin up / spin down)	-12.237 / -12.149	eV
spin multiplicity	2
net charge	+1
DFT total energy	-7728.84766	eV
F_max	0.0980	Eh/bohr

```
10
Properties=species:S:1:pos:R:3:nbo_charge:R:1
O 0.75826 4.24791 0.77964 -0.496
C 0.74963 4.75165 -0.31323 0.271
H -0.08562 4.48285 -0.98166 0.109
H 1.55469 5.41265 -0.65814 0.126
C -0.93932 -3.35133 0.69654 0.483
N -0.08110 -2.94255 -0.30630 -0.648
O -0.72579 -4.44420 1.16605 -0.025
H -1.68834 -2.61521 0.99605 0.271
H 0.02938 -1.94464 -0.50392 0.456
H 0.42821 -3.59713 -0.87504 0.454
```

(6)
Below is a molecular structure, C13H31FINO7SSi2, with properties calculated with wB97M-V/def2-TZVPD.

Output
gap between HOMO and LUMO	5.39	eV
highest occupied orbital energy	-6.365	eV
spin multiplicity	1
net charge	0
DFT total energy	-67216.02267	eV
F_max	0.0354	Eh/bohr

```
57
Properties=species:S:1:pos:R:3:nbo_charge:R:1
C -0.68953 2.82359 -2.72818 -0.650
C -1.24568 1.91859 -1.62643 -0.066
O -2.63708 1.93951 -1.45298 -0.532
C -3.30846 1.61944 -2.66409 -0.525
Si -3.07232 -0.20588 -3.13202 1.419
O -2.09081 -0.22302 -4.53423 -1.246
Si -1.43770 -1.66095 -4.89206 1.686
F -0.21228 -1.38716 -5.84301 -0.643
I -2.97645 -3.06644 -6.12652 -0.162
S -0.58968 -2.70756 -3.14493 1.746
C -1.85540 -3.50885 -2.15702 -0.895
O 0.27389 -3.73793 -3.67741 -0.961
O 0.16814 -1.78656 -2.30719 -0.999
C -4.69829 -1.14843 -3.36493 0.385
O -5.44125 -0.83128 -4.32237 -0.737
O -4.93665 -2.04673 -2.51896 -0.765
H -0.67076 2.30544 -3.68608 0.218
H -1.22410 3.76531 -2.82907 0.213
H 0.35496 3.03125 -2.49057 0.204
H -0.82051 2.28317 -0.68975 0.166
H -0.82741 0.91609 -1.75642 0.166
H -4.37690 1.74602 -2.48677 0.229
H -3.07867 2.26764 -3.51641 0.196
H -2.32789 -0.86185 -2.03156 -0.246
H -1.79478 -4.57669 -2.34690 0.254
H -2.86949 -3.12163 -2.31023 0.311
H -1.55433 -3.34649 -1.12392 0.239
C 3.57482 0.43441 1.07721 -0.652
C 3.02152 -0.29215 2.28528 -0.213
N 2.45847 0.59200 3.37864 -0.208
C 3.62664 1.28450 4.03202 -0.401
C 1.86394 -0.26586 4.47818 -0.205
C 0.60661 -1.05305 4.15530 -0.639
C 1.54696 1.70712 2.90626 -0.237
C 0.29652 1.37076 2.10987 -0.085
O 0.59194 0.84111 0.84719 -0.558
C -0.02284 -0.40678 0.53052 -0.263
H 4.42717 1.06811 1.32691 0.207
H 3.92551 -0.30840 0.36162 0.259
H 2.83514 1.04405 0.56750 0.257
H 3.81666 -0.87408 2.75312 0.214
H 2.24657 -0.99423 1.99529 0.235
H 4.31274 0.52796 4.40074 0.227
H 3.24631 1.88888 4.85086 0.225
H 4.10902 1.92045 3.29778 0.234
H 1.67414 0.39850 5.32035 0.219
H 2.65606 -0.95851 4.76127 0.219
H -0.28368 -0.43320 4.20203 0.223
H 0.47160 -1.81434 4.92385 0.249
H 0.64094 -1.56484 3.19594 0.232
H 2.17445 2.36219 2.30499 0.233
H 1.25755 2.25105 3.80673 0.224
H -0.20526 2.33401 1.94712 0.213
H -0.42239 0.76803 2.65768 0.193
H -0.94402 -0.57804 1.09052 0.180
H 0.68220 -1.22261 0.72590 0.153
H -0.24586 -0.42562 -0.53064 0.261
```